(1)
The following is a quantum chemistry calculation of a cluster of 3 separate species, C31H63N2O6PSi in total, from OMol25.

Geometry (Å):
H: 3.6565 6.1466 -0.9830
O: 2.3075 5.4608 0.4680
H: 2.0946 -7.3857 0.3983
H: -7.5840 1.0190 2.1878
H: -0.8818 5.7996 -0.7554
H: -0.0038 -6.2122 -0.9653
H: -5.0242 1.3951 -1.3563
C: -1.9582 2.6188 1.3659
H: -2.0814 3.7317 -0.5111
C: 5.4916 2.2710 0.2448
H: -9.4540 0.1137 -0.0397
C: 0.4098 -5.4574 -0.2986
H: -7.2032 -1.6636 3.4299
H: -5.9508 -0.4722 3.1556
H: -8.1343 1.5792 -1.5122
H: 4.2067 -4.3732 -3.7522
H: 1.3089 -7.6969 -1.9132
H: -1.1691 1.8422 1.2135
H: 6.9712 -0.5999 -0.4235
O: -0.2436 4.2061 0.4752
O: 3.6257 -4.1229 -1.2992
H: 1.3990 5.5748 -1.4501
H: -4.8709 -0.2135 -2.0822
H: 2.7175 -7.0890 -3.8190
H: -2.0512 2.8529 2.4600
H: 5.8219 4.0140 -1.1750
H: -8.6301 -2.4882 1.8439
C: 3.5766 5.3206 -0.2153
H: 5.0955 -1.9310 0.1125
H: -8.4770 -1.1634 -1.5367
H: -2.9322 2.1627 1.0432
H: -7.5368 -0.5770 -2.8649
H: -8.5974 -2.1184 0.1485
O: -5.2336 0.1272 0.8009
C: -6.4671 -1.3185 2.7006
H: 2.9740 -4.7920 -4.9220
H: 3.1187 3.1895 2.3684
H: -5.9793 0.9802 -2.7596
H: 1.9129 -5.2625 1.8194
H: 0.8844 -5.5827 -4.4326
C: -5.5771 0.5806 -1.8264
H: -5.7435 -2.1240 2.5544
C: 5.7246 4.6055 4.0219
C: 6.2281 3.6042 -0.2169
H: 5.4158 4.3799 5.0680
C: 2.3508 -5.1729 -2.8718
H: 6.6012 0.1388 1.1849
C: -8.7458 0.8205 0.4044
C: -7.6629 1.2066 -0.5980
H: -6.9129 -1.9115 -1.9066
C: -7.1626 -0.9449 1.3760
H: -8.9159 -0.1048 2.3368
H: -9.3270 1.7069 0.6712
H: 0.5105 -4.1566 -3.4672
H: 4.0071 -6.5650 -2.7601
H: -2.2286 4.7429 0.9691
N: 2.3828 -4.5282 -1.5245
H: 6.8414 9.3195 0.8921
H: 0.2119 -5.7786 -2.8446
H: 3.4059 -4.6551 1.1443
H: -0.4943 6.1990 0.9529
C: -0.1475 5.5882 0.0742
C: -6.7146 0.0448 -0.9353
H: 4.2559 -0.5184 -0.6774
C: 3.1303 -4.3650 -3.9289
H: 2.8860 -8.4291 -1.7210
C: -7.9612 -2.2192 1.0236
H: 1.9316 -3.6780 1.0438
C: 1.2954 5.9607 -0.4005
C: 5.6179 7.3702 0.8276
C: 2.9536 3.9544 3.1721
H: 0.0771 -5.7502 0.6997
H: 5.7550 2.0866 1.3165
O: 6.3324 4.5546 0.8563
C: -1.6373 3.8931 0.5139
H: 3.6193 -6.7322 -0.1604
C: 1.9524 -5.3576 -0.3561
H: 6.0141 3.6912 3.4423
N: -6.1869 -0.6387 0.2866
H: 4.3511 -0.6094 1.1645
C: 2.3643 -7.4686 -1.7332
H: 6.5873 5.3159 3.9848
O: 6.0138 1.2228 -0.5737
C: 2.5480 -6.7743 -0.3875
C: -7.4528 -0.9637 -1.8468
H: 1.9724 4.4394 2.9279
H: -7.0906 2.0460 -0.1868
Si: 4.9902 5.5888 1.0338
P: 4.2286 5.3589 3.1167
C: 2.9163 -6.6029 -2.8598
H: 4.3931 2.4549 0.0896
C: 6.2117 0.0037 0.1441
C: 0.9069 -5.1733 -3.4203
H: -7.2887 -3.0635 0.8565
C: 2.3276 -4.6951 0.9837
H: 3.5682 4.3232 -0.7231
C: -8.1218 0.2230 1.6602
C: 4.8713 -0.8357 0.2010
C: 6.1426 8.4691 0.9181
H: -0.0574 -4.4960 -0.5238
H: 2.9578 3.5008 4.1939
H: 2.7951 -3.3255 -3.9593
H: 1.3923 7.0833 -0.4176
H: 7.2804 3.2746 -0.4490

Results
Spin multiplicity   3
HOMO level (alpha / beta)   -7.722 / -7.722 eV
Charge   0
HOMO-LUMO gap (alpha / beta)   8.41 / 7.71 eV

Results of the Löwdin charge analysis, in e, for atoms 1 through 8: 0.100, -0.249, 0.125, 0.124, 0.128, 0.058, 0.072, -0.075

(2)
The following is a quantum chemistry calculation of a cluster of 3 separate species, C31H64F7N3O5PS in total, from OMol25.

Geometry (Å):
H: -5.7159 -3.2866 1.0439
H: 3.2113 4.5452 3.2295
H: 2.7014 -4.0199 -0.9516
H: -1.1655 1.8400 2.2148
H: -4.9174 -6.3793 -0.1447
H: 3.8505 -2.5269 2.7109
H: 7.7707 4.2191 -0.7472
H: -8.1732 -4.5549 -0.9027
H: 7.7594 1.1589 -3.0647
H: 1.5419 4.1260 5.0792
H: -0.6016 2.2982 -0.7275
N: 0.6197 4.5437 4.7543
F: -6.3278 2.6926 1.1535
H: -1.1891 -1.4722 -0.5744
C: -7.5507 -4.9473 -1.7120
H: 2.9562 -3.3398 -2.5653
C: 2.8696 -1.8625 2.7109
N: 0.5398 -2.0001 -2.7046
H: 1.7551 -1.8027 -1.0099
H: -2.2638 -1.3308 -1.9810
C: -1.2542 -3.7981 -3.0085
F: -6.2347 0.0347 0.7655
C: 4.8373 3.6796 0.3140
C: -5.4007 -3.8987 -1.0218
O: 0.7106 2.9860 1.2239
H: 0.6656 5.5684 4.9714
H: -6.0952 -5.2743 1.6807
C: -0.1462 -2.9342 -3.6007
H: -8.7673 -4.0401 -3.2468
H: -7.1242 -4.4213 -3.7818
H: 7.0362 2.8035 -2.4952
H: -2.1853 -3.2406 -2.9013
O: -0.9253 1.7725 0.0856
H: 4.6210 3.0530 -1.8776
H: 4.8215 2.5032 0.4552
H: 8.1839 -0.5673 0.5425
C: 7.8411 2.1333 0.3250
H: 8.3740 1.6578 1.2634
H: -7.0261 -2.7959 -0.0470
N: -6.1583 -5.1242 -1.2866
H: 3.6262 0.0523 3.8256
H: 3.7704 2.8344 2.6520
F: -3.3428 2.8177 -1.3285
C: -7.7171 -4.0527 -2.9382
H: 6.2326 3.9623 2.1812
C: 1.5676 1.7450 3.1755
O: -1.0269 3.9357 2.8501
O: -3.5714 4.3063 2.3359
C: 1.1933 -2.5884 -1.5307
H: -5.4750 -1.9603 -0.0819
C: -0.2005 -0.7722 -2.3994
H: -7.4273 -3.0185 -2.7320
H: -0.5498 -2.3846 -4.4612
H: 8.1602 -0.9101 -1.3547
C: 1.4435 3.2629 2.4913
H: 6.4684 -0.8374 -0.3865
H: 3.6988 5.5322 1.1454
C: 7.0033 1.6525 -2.2860
H: 5.9287 1.1932 -2.4634
S: -3.1994 3.0196 1.5009
H: -7.6839 -5.6653 0.9904
H: 2.6477 4.3458 0.1241
H: 1.7028 -4.5717 -2.2944
C: -5.9880 -6.1888 -0.2933
H: 2.2356 -2.0384 3.6930
H: 0.5014 -0.0548 -1.9530
C: -6.6438 -5.9930 1.0691
C: 6.1982 4.2446 1.0332
H: 5.8237 4.5731 -1.6615
H: 0.4634 -2.9780 -0.8153
C: -5.3935 0.7098 -0.2919
C: -5.5546 2.3281 -0.0829
H: 2.2065 -2.0761 1.7622
H: 0.6053 -3.6003 -4.0413
C: 3.3570 -0.2800 2.7284
H: -6.6435 -6.9409 1.6178
H: 8.4778 4.2182 1.0019
C: 2.1928 -3.6935 -1.8645
C: -5.9462 -2.9440 0.0345
H: 3.9571 4.8485 -1.5668
F: -4.0176 0.1876 -0.1223
H: 0.5240 5.3235 2.7846
H: -6.3774 -7.1209 -0.7246
C: -1.4055 -0.8875 -1.4726
H: -0.5208 -0.2986 -3.3363
H: 2.6368 1.1947 1.1445
F: -4.5117 4.6137 -0.2783
H: -0.9863 -4.2220 -2.0372
H: 1.2673 -0.0814 1.6686
P: -1.0627 3.0113 1.3335
C: 7.4791 1.2023 -0.7831
H: -1.4634 -4.6385 -3.6817
H: 4.3155 -0.2078 2.0509
F: -6.3667 2.8175 -1.2592
H: 6.2066 5.4357 1.0062
H: -4.3661 -4.1582 -0.7615
C: 4.8100 4.0644 -1.3110
C: 2.1340 0.6338 2.0648
H: -5.3053 -3.3450 -1.9635
F: -5.8714 0.2959 -1.6633
C: -4.1258 3.1637 -0.1201
H: -1.0060 4.1604 0.4468
C: 0.3701 4.2650 3.2884
H: -7.9644 -5.9279 -1.9793
H: -1.7137 0.1104 -1.1430
H: 2.2510 1.7538 4.1534
C: 7.6024 3.7574 0.3408
O: -3.6366 1.8133 2.3670
C: 3.0156 3.7210 2.3973
C: 7.5732 -0.4270 -0.4620
C: 3.4634 4.3769 0.9632
H: 0.5096 1.3817 3.5326

Results
Spin multiplicity   1
HOMO level   -6.003 eV
Charge   -1
HOMO-LUMO gap   8.19 eV

Results of the Löwdin charge analysis, in e, for atoms 1 through 8: 0.064, 0.118, 0.067, 0.068, 0.111, 0.070, 0.100, 0.094

(3)
The following is a quantum chemistry calculation of a structure of composition C31H65F9NO24S2V, from OMol25.

Geometry (Å):
H: 3.9968 3.9353 1.9921
C: 1.2573 3.8773 -5.2947
C: 4.7613 -5.3406 3.5975
H: 3.0876 -4.1079 1.9003
H: -0.0469 -4.2278 -4.0612
C: -2.9135 -3.1504 -3.8904
H: 2.4750 -1.9849 4.7265
H: -3.2630 4.4023 -4.3103
H: -1.8415 -5.6477 -5.5031
H: 2.3965 -0.0431 5.8978
H: 2.3684 -5.7104 1.4929
O: 1.9528 3.9059 1.5457
S: 0.3139 0.3983 0.0609
O: 4.2170 -5.7338 2.3558
H: -4.7215 -1.9795 2.6235
H: -2.0704 2.5760 1.9094
O: 1.4447 0.7846 -6.0582
H: -4.0376 1.4696 -2.1998
F: -1.7632 -5.6925 -3.4656
C: 3.3371 -1.3724 4.4679
H: 5.5628 -6.0342 3.8508
O: -3.7756 -2.5525 -3.3312
H: -5.3942 5.2926 -1.2732
O: -3.1340 -4.3188 -4.5601
H: -4.5583 1.6743 1.1075
H: -0.6435 -3.1730 5.1175
H: -5.2301 -1.1364 -1.9037
O: -1.0029 3.7804 -5.6885
H: 2.5534 -2.3557 -3.3374
C: -4.5676 4.6393 -1.5972
H: 0.3200 -2.4286 3.7460
C: -4.5250 0.5455 -2.5082
O: 3.1979 0.9952 4.3688
C: -1.9137 -4.9924 -4.6402
F: -1.2390 2.0664 -1.2091
H: 2.9184 4.0058 3.3824
H: -0.1689 -0.0462 5.4329
O: -0.9722 4.6880 -7.7243
C: -3.9961 5.0430 -3.8221
H: -0.5986 -3.4853 -5.6125
H: -3.4473 1.7821 -0.2320
C: -0.3799 4.3043 -6.7753
H: 3.6807 -4.4157 5.2658
C: -0.6975 0.8772 -1.4655
C: 3.5919 -5.2600 4.5801
O: -4.8357 -0.3769 -1.4581
H: -2.4614 4.6579 -1.4701
O: -0.8091 3.8498 2.4426
H: 4.9508 -3.2221 0.1461
O: -3.7069 -1.1904 0.9950
H: -0.6953 -3.9007 3.5202
C: -0.0904 3.5207 -4.6619
H: -5.6780 -0.9013 1.5796
C: 2.0243 0.1579 -5.2388
H: -5.4543 0.8569 -2.9871
C: -3.2496 5.4056 -1.5802
F: -1.6239 -0.0166 -1.7485
H: -4.7165 3.8020 -0.9151
H: -2.4730 -2.5866 4.1317
H: 4.2392 -1.9601 4.6433
H: 5.6147 -1.8209 -1.5758
O: -2.4679 1.7385 1.5730
H: 1.7365 4.6756 -4.7211
H: 3.5339 -6.1306 5.2326
H: 4.4115 -0.4619 -3.2883
H: -2.2925 6.2903 -3.3093
C: 2.4286 -1.2986 -3.5497
H: -5.2726 -2.5750 1.0802
C: 3.7304 -0.7223 -4.0892
C: -0.2750 0.8984 4.8998
H: -4.6103 5.5892 -4.5389
O: 4.8633 -2.3838 -1.7878
H: 0.5568 1.5479 5.1618
H: 2.3987 -0.8864 2.5371
C: 2.9318 -5.1454 2.2294
H: 2.0494 -0.7813 -2.6714
H: -0.1289 2.4721 -4.3838
C: -1.5060 -3.3607 -0.0012
H: -1.7919 4.3213 4.2345
C: -3.2999 6.0918 -2.9384
H: 3.1801 5.4221 2.2954
F: 0.0908 1.0157 -2.5322
V: -1.9760 -0.3143 2.3037
C: 3.3132 -0.0795 5.2969
F: -0.3681 4.3243 -3.5924
C: -0.7962 4.2416 3.7952
S: -0.0554 -2.1866 0.0168
H: 0.0819 3.6115 2.1403
O: 0.1984 -2.0050 -1.4011
H: 3.4127 -3.3729 -0.6979
H: 1.7943 -4.2107 3.9117
C: -0.8876 -3.8300 -4.6244
O: 3.2636 0.4302 -4.7332
O: -4.7378 4.2025 -2.9385
C: 2.3761 -5.0992 3.6659
O: 0.9544 4.2780 -6.6132
C: -4.9161 -1.6807 1.5923
H: 5.2673 -4.3698 3.4787
H: -0.1712 3.6146 4.4346
H: 1.6567 -5.9164 3.7707
O: 0.9485 -2.8488 0.8082
O: 1.5358 -0.9315 -4.6067
F: -2.0959 -3.4011 1.1914
O: 1.6389 0.0594 -0.3956
H: -3.8690 0.0650 -3.2337
H: -3.5890 3.2102 0.7162
F: -2.3538 -2.9191 -0.8987
H: -3.9792 -0.8958 0.0987
H: -1.1921 1.3908 5.2304
O: 0.2601 1.5262 0.9687
C: 3.7504 0.5919 3.1141
H: 2.2650 3.9083 0.6369
H: 4.0981 -1.4626 2.4347
C: 3.3739 -0.9053 3.0226
H: 4.0838 0.0764 6.0555
C: 3.0445 4.3381 2.3549
H: 1.9627 3.0495 -5.2776
H: 4.8318 0.7813 3.1486
O: -0.3562 0.7006 3.4738
C: 4.2620 -2.7123 -0.5331
H: -3.8160 7.0499 -2.9167
N: -0.6368 -0.8699 0.7363
F: -1.0843 -4.5593 -0.2960
H: -0.4097 5.2696 3.8448
H: 0.3917 1.1805 3.0890
C: -3.6196 2.1258 0.7924
C: -0.5789 -2.9543 4.0505
H: 3.8820 -1.7892 -0.0840
H: 3.3393 1.2770 2.3719
F: 4.2591 -1.6248 -4.9551
O: -1.7301 -2.1159 3.7365
H: -3.2321 6.1446 -0.7791
O: -1.6283 -2.8385 -3.9200

Results
Spin multiplicity   4
HOMO level (alpha / beta)   -11.153 / -11.153 eV
Charge   +1
HOMO-LUMO gap (alpha / beta)   7.90 / 7.96 eV

Results of the Löwdin charge analysis, in e, for atoms 1 through 8: 0.083, -0.061, -0.204, 0.092, 0.141, -0.556, 0.088, 0.105

(4)
The following is a quantum chemistry calculation of a cluster of 6 separate species, C31H65FN3O5 in total, from OMol25.

Geometry (Å):
C: -2.2586 4.1438 1.9426
H: 1.4852 8.6029 0.6499
H: 4.7192 -2.0245 -4.1182
H: -2.5434 4.1365 -0.6216
C: -1.2174 -2.0660 -4.9865
H: 4.1692 -4.7921 -0.1673
C: -1.3191 -5.1787 4.7533
H: -5.0048 2.8314 0.2993
C: -0.2213 -2.3161 -1.6884
H: -0.5924 -4.5019 -5.5281
H: -0.3768 -1.8441 -4.3298
C: -0.7279 -2.7032 -6.2773
O: 0.0060 -3.8921 -5.9741
H: 1.7657 -0.8315 -3.6467
H: 0.7548 9.6636 1.8695
H: -1.0848 -6.1223 4.2577
H: 2.1721 1.6037 -2.7525
O: -2.6329 2.5017 4.9817
H: -2.6555 4.1014 2.9577
O: -1.4185 -2.7821 4.5023
H: -2.0607 -3.0547 -0.8501
H: -2.5629 -3.7551 -6.7322
C: -1.0760 -3.9948 3.8303
C: 0.1527 0.0002 -1.4116
H: -1.3604 1.0952 -0.3202
H: 2.7755 -3.4143 1.3233
C: 4.4654 -1.8460 -1.9378
C: 0.3754 -3.9356 3.3774
H: -1.5324 0.1129 5.5264
N: 3.1395 1.4803 -2.4491
C: 0.6097 -1.2183 -1.9143
C: -0.2865 7.7821 1.5833
C: 3.2001 1.2903 -1.0408
H: -0.7057 -5.0977 5.6550
H: 3.7830 -3.3486 -3.4175
H: -1.4560 0.4278 3.7991
H: -3.7827 1.2923 3.8164
C: -1.8845 -3.0393 -7.2048
H: -0.8367 8.2755 -0.4512
C: 0.9781 8.6257 1.6192
H: 0.5954 -3.7017 -3.1771
C: -4.1761 0.8868 5.8908
C: 3.2253 -0.8817 -2.0041
H: -0.7534 7.7795 2.5691
H: -2.8717 2.1621 1.3873
H: -4.9473 1.6530 5.9820
H: 3.9949 2.1778 0.6233
C: -1.8356 -0.9749 -0.4782
C: -3.0018 3.1865 1.0289
H: 1.0430 -3.8148 4.2355
C: -3.2246 1.2203 4.7526
F: 2.5717 -0.4715 0.3055
H: 2.8414 3.1185 -0.2435
H: -0.0389 -2.0243 -6.7831
C: -1.4177 -2.1852 -1.0003
H: -2.1713 7.6900 0.5309
C: -4.4832 3.5215 0.9649
H: 5.3710 -1.2208 -1.8916
H: -0.8892 -4.2011 -2.4271
C: -1.2723 8.3085 0.5519
H: 3.2733 -4.3329 -1.6191
C: 4.6257 -2.6715 -3.2364
H: -2.3604 -5.2039 5.0763
C: 0.0861 -3.7468 -2.2038
O: 0.0479 6.4249 1.2797
H: -1.8739 -2.7463 -4.4362
H: -4.6601 -0.0782 5.7320
H: 0.6485 -4.3494 -1.4864
H: 5.5113 -3.3098 -3.1183
H: -4.9426 3.4677 1.9530
H: -2.7585 -0.8618 0.0874
C: 2.4007 -3.7216 0.3378
H: -1.5625 9.3369 0.7704
H: -1.5176 -3.5035 -8.1207
H: 1.6794 8.2325 2.3566
C: 1.9069 -1.3801 -2.7038
O: -2.4387 3.2394 -0.2869
H: 4.8256 0.4807 -2.8704
C: 3.5902 -3.9789 -0.6328
C: 3.7538 0.2423 -2.9838
H: 0.4625 6.4104 0.4104
H: 3.6691 0.0721 -4.0574
H: 1.8258 -4.6532 0.4120
N: 3.3393 2.2432 -0.1454
H: -1.1966 3.8981 1.9725
C: 4.5332 -2.7404 -0.6628
H: -2.1361 2.4615 5.8058
H: -0.8503 -2.7011 5.2766
H: 0.5366 -3.0767 2.7223
H: -2.3346 5.1718 1.5795
C: -2.1351 0.1687 4.6144
H: -1.7646 -1.1425 -5.1837
H: -2.4521 -2.1459 -7.4697
H: -2.5547 -0.8145 4.4166
H: 4.4242 -2.1723 0.2698
H: 5.5628 -3.1364 -0.6591
H: 0.6602 -4.8424 2.8407
H: -1.7288 -4.0689 2.9589
H: -4.6342 4.5279 0.5649
H: 0.7137 0.9238 -1.5666
N: 3.1481 -0.0206 -0.8329
H: 1.7985 -2.8929 -0.0557
C: -1.0180 0.1261 -0.7100
H: 2.0243 -2.4276 -2.9820
H: -3.6412 0.8553 6.8441

Results
Spin multiplicity   1
HOMO level   -11.516 eV
Charge   +1
HOMO-LUMO gap   7.64 eV

Results of the Löwdin charge analysis, in e, for atoms 1 through 8: -0.055, 0.080, 0.087, 0.086, -0.051, 0.110, -0.059, 0.080